Entry from the Open Molecules 2025 dataset: one molecule with the formula C9H14 at a distorted geometry (ωB97M-V with the def2-TZVPD basis set).

Summary:
* lowest unoccupied orbital energy: 0.971 eV
* Kohn-Sham gap: 8.3464 eV
* molecular weight: 122.21 u
* SMILES string: CCCC1=CC1=C(C)C
* relative energy (zero: lowest compared OMol25 entry of this formula, charge and spin): 110.0 kcal per mole
* E_HOMO: -7.38 eV

Last column: Mulliken charge in e.
Atoms and positions in Å:
C 1.53 0.95 -2.25  -0.321
H 3.62 1.30 -1.81  0.330
H -3.65 -0.13 1.42  0.310
H 0.90 0.81 -3.13  0.317
C -1.02 -0.49 0.68  -0.117
C 2.98 1.15 -2.68  -1.231
H -3.38 -0.58 3.11  0.388
C -1.59 -0.48 1.95  1.004
C -1.28 -0.64 -0.72  -1.002
H 1.71 -1.17 -1.85  0.295
H 2.07 -0.14 -0.46  0.349
C 0.03 -0.45 -0.86  0.124
H -2.13 -0.80 -1.38  0.347
H 3.06 2.02 -3.32  0.343
H 3.34 0.28 -3.22  0.321
H 1.18 1.84 -1.72  0.333
H -0.37 0.80 3.16  0.269
H 0.09 -0.90 3.22  0.294
C -0.76 -0.22 3.17  -1.322
C 1.39 -0.27 -1.31  -0.383
H -3.29 -1.80 1.84  0.282
C -3.07 -0.76 2.09  -1.301
H -1.35 -0.35 4.08  0.374

Entry from the Open Molecules 2025 dataset: a 2-piece molecular cluster, C9H14 overall at a distorted geometry (ωB97M-V with the def2-TZVPD basis set).

Summary:
* lowest unoccupied orbital energy: 1.038 eV
* Kohn-Sham gap: 10.0937 eV
* molecular weight: 122.21 u
* SMILES string: Cc1ccccc1.CC
* relative energy (zero: lowest compared OMol25 entry of this formula, charge and spin): 9.3 kcal per mole
* E_HOMO: -9.06 eV

Last column: Mulliken charge in e.
Atoms and positions in Å:
H 2.75 -2.04 -1.14  0.359
H -2.39 0.64 -1.73  0.423
H -0.71 -3.04 -0.44  0.370
H -2.63 -1.68 -0.98  0.341
H -0.07 1.59 -1.90  0.423
H 1.69 -3.41 -0.83  0.388
H 1.90 0.30 -1.19  0.382
C -0.21 0.57 -1.55  -0.347
C -0.84 2.05 2.35  -1.066
H -1.76 1.54 2.05  0.309
C 1.91 -2.38 -0.54  -1.403
H 1.14 2.59 1.80  0.359
H -0.51 1.60 3.28  0.303
H 2.19 -2.39 0.52  0.275
H -0.11 2.57 0.43  0.212
C -1.50 0.10 -1.47  -0.694
C -0.55 -2.01 -0.74  -0.572
H -1.17 3.05 2.63  0.310
C 0.91 -0.14 -1.14  -0.702
C 0.30 2.10 1.31  -0.432
H 0.59 1.08 1.16  0.015
C -1.65 -1.24 -1.10  -0.328
C 0.73 -1.46 -0.76  1.073